C38H42CsN7O2S2 | wB97M-V/def2-TZVPD

Each line ends with the Löwdin charge.
CARTESIAN COORDINATES (ANGSTROEM)
Cs  0.6478  0.2475  2.0368  0.911
C  -3.0201  -0.5238  1.4887  -0.103
N  -3.0596  -0.7997  2.9144  -0.151
C  -3.2309  -2.2061  3.1940  -0.215
C  -2.0037  -3.0690  2.9177  -0.199
N  -0.8180  -2.6768  3.6497  -0.149
C  -1.0961  -2.4027  5.0542  -0.094
C  0.3430  -3.4606  3.4144  -0.263
C  0.2525  -4.6754  2.7280  -0.082
C  1.3570  -5.4765  2.4654  -0.142
C  2.6003  -5.0693  2.9185  -0.141
C  2.7155  -3.8665  3.5971  -0.165
C  1.6294  -3.0101  3.8457  -0.688
S  1.9608  -1.4743  4.6311  0.334
C  -3.9161  0.0851  3.6380  -0.269
C  -5.1466  -0.3725  4.1092  -0.064
C  -5.9902  0.4242  4.8742  -0.143
C  -5.5888  1.7203  5.1633  -0.146
C  -4.3850  2.1961  4.6721  -0.162
C  -3.5118  1.4269  3.8820  -0.681
S  -2.0458  2.1376  3.2579  0.386
H  -3.9701  -0.8111  0.9994  0.093
H  -2.2059  -1.0710  1.0103  0.050
H  -2.8444  0.5388  1.3439  0.009
H  -4.0535  -2.6486  2.5963  0.117
H  -3.5119  -2.3168  4.2400  0.104
H  -1.7695  -3.0642  1.8493  0.092
H  -2.3199  -4.0997  3.1747  0.115
H  -1.6596  -3.2377  5.5085  0.089
H  -1.6734  -1.4825  5.1481  0.088
H  -0.1619  -2.2609  5.5882  0.010
H  -0.7138  -5.0209  2.3864  0.080
H  1.2317  -6.4075  1.9237  0.081
H  3.4807  -5.6770  2.7369  0.082
H  3.6849  -3.5234  3.9360  0.074
H  -5.4563  -1.3840  3.8758  0.090
H  -6.9372  0.0351  5.2302  0.076
H  -6.2137  2.3656  5.7724  0.081
H  -4.0680  3.2072  4.8987  0.075
C  8.0435  5.7295  -3.9075  -0.111
O  6.9255  5.9993  -3.0953  -0.098
C  5.6990  5.6367  -3.5951  -0.292
C  5.4722  5.2778  -4.9129  -0.037
C  4.1786  4.9459  -5.3179  -0.047
C  3.1250  4.9333  -4.4247  -0.310
C  3.3658  5.3132  -3.0993  -0.029
C  4.6335  5.6652  -2.6932  -0.001
N  1.8017  4.7412  -4.9597  0.029
N  0.9362  4.0369  -4.3925  0.038
C  1.1902  3.1588  -3.3328  -0.268
C  2.3807  2.4628  -3.1454  -0.052
C  2.5373  1.5194  -2.1529  -0.016
C  1.5068  1.2044  -1.2202  -0.429
O  1.6348  0.3531  -0.3108  -0.368
C  0.2457  1.9592  -1.3938  -0.158
N  -0.7239  1.7493  -0.4697  0.094
C  -1.8479  2.4148  -0.5662  -0.150
C  -2.1136  3.3113  -1.6191  -0.059
C  -1.1488  3.5410  -2.5569  -0.026
C  0.0937  2.8731  -2.4579  -0.107
H  8.9228  5.9377  -3.3019  0.086
H  8.0642  6.3691  -4.7960  0.086
H  8.0594  4.6824  -4.2241  0.094
H  6.2750  5.2570  -5.6365  0.093
H  3.9881  4.6772  -6.3500  0.105
H  2.5513  5.3201  -2.3868  0.122
H  4.8268  5.9530  -1.6680  0.118
H  3.1982  2.6343  -3.8348  0.107
H  3.4578  0.9542  -2.0712  0.102
H  -2.5669  2.2692  0.2331  0.067
H  -3.0674  3.8227  -1.6587  0.095
H  -1.3017  4.2390  -3.3696  0.098
C  -2.3121  -2.8436  -1.1427  -0.168
C  -2.2795  -3.7358  -2.4151  -0.166
N  -0.9212  -3.7866  -2.9623  -0.171
C  -0.4828  -2.4174  -3.2649  -0.152
C  -0.4950  -1.5464  -1.9782  -0.144
N  -0.9714  -2.3494  -0.8537  -0.155
C  -0.0608  -3.4760  -0.6563  -0.140
C  -0.0345  -4.3535  -1.9387  -0.156
H  -2.6748  -3.3972  -0.2723  0.107
H  -2.9671  -1.9801  -1.2794  0.112
H  -2.9463  -3.3494  -3.1906  0.106
H  -2.5885  -4.7604  -2.1903  0.105
H  -1.1518  -2.0129  -4.0291  0.108
H  0.5187  -2.4721  -3.6979  0.110
H  -1.1493  -0.6777  -2.0829  0.117
H  0.4972  -1.1731  -1.7270  0.098
H  -0.3830  -4.0437  0.2162  0.090
H  0.9275  -3.0722  -0.4294  0.127
H  -0.3729  -5.3721  -1.7303  0.106
H  0.9723  -4.4181  -2.3580  0.109

Properties
LUMO	3.468	eV
charge	-2
Kohn-Sham gap	5.04	eV
E_HOMO	-1.570	eV

C3H3BrO | wB97M-V/def2-TZVPD

Each line ends with the Löwdin charge.
CARTESIAN COORDINATES (ANGSTROEM)
C  0.9849  0.2791  1.0563  -0.050
C  0.8251  1.4886  0.9409  0.002
C  -0.0877  -0.5314  -0.8971  -0.592
O  -0.6495  -1.6225  -0.5409  -0.049
Br  -1.2766  0.6734  -1.7841  0.615
H  1.5074  -0.4886  1.4800  0.013
H  0.2126  2.1345  0.4440  -0.024
H  -1.5161  -1.9332  -0.6993  0.085

Properties
LUMO	0.091	eV
charge	0
Kohn-Sham gap	8.67	eV
E_HOMO	-8.579	eV

C10H12ClN2O2 | wB97M-V/def2-TZVPD

Each line ends with the Löwdin charge.
CARTESIAN COORDINATES (ANGSTROEM)
C  2.8585  -1.3776  0.1524  -0.029
C  2.3832  -2.6266  -0.1729  -0.149
C  0.2475  -1.7990  -0.0397  -0.179
C  1.9887  -0.2662  0.1853  -0.048
C  0.6148  -0.4538  0.0711  -0.182
C  2.7409  1.1879  0.0652  -0.824
C  -0.6446  0.8207  1.8978  -0.026
C  -2.8524  1.2284  -0.0542  -0.112
C  -1.6244  -0.0132  -1.7215  -0.140
C  -0.5135  0.6247  0.2311  -0.661
N  1.0522  -2.8129  -0.1432  0.020
N  -1.7737  0.2899  -0.3758  -0.287
O  2.9970  1.2708  -1.1195  -0.023
O  2.9583  1.8406  1.0644  -0.032
Cl  0.1156  2.2839  -0.2641  0.695
H  3.8747  -1.2182  -0.0283  0.089
H  2.9001  -3.5698  -0.1362  0.087
H  -0.8796  -2.0093  0.0198  0.133
H  -1.5447  1.3823  2.0749  0.036
H  0.2304  1.2749  2.1609  0.023
H  -0.8475  -0.2038  2.2255  0.080
H  -2.4795  2.2752  -0.0396  0.060
H  -3.5683  1.2162  -0.8178  0.042
H  -3.4628  0.9699  0.9726  0.130
H  -0.6043  -0.5684  -1.8277  0.123
H  -2.3570  -0.7056  -2.0995  0.071
H  -1.8096  0.9588  -2.2810  0.100

Properties
LUMO	3.152	eV
charge	-1
structure (SMILES)	CN(C)[C@](C)(Cl)c1cnccc1C(=O)[O-]
Kohn-Sham gap	7.52	eV
E_HOMO	-4.369	eV

C25H27Br3ClKLiN2Na2O13 | wB97M-V/def2-TZVPD

Each line ends with the Löwdin charge.
CARTESIAN COORDINATES (ANGSTROEM)
C  -0.9552  6.0541  0.0780  -0.024
C  -1.1348  5.2898  -1.0997  -0.088
C  0.0107  5.4694  -2.2440  -0.105
C  1.3358  4.7209  -1.6680  -0.086
C  2.2184  5.4305  -0.8218  0.039
C  3.4738  4.6520  -0.2492  -0.263
O  4.4313  5.2507  0.2948  0.030
C  3.4782  3.0619  -0.3917  -0.162
N  4.4605  2.2754  0.4142  0.066
C  3.8255  2.0600  1.5676  -0.269
C  4.1331  2.9137  2.9090  -0.030
C  2.6487  0.9523  1.7163  -0.118
C  2.5857  2.3451  -1.2542  0.071
C  1.5043  3.1908  -2.0971  -0.239
O  0.8411  2.6547  -3.0173  0.077
H  -1.7290  5.8880  0.9174  0.027
H  -0.1358  6.8334  0.2072  0.057
H  -1.9780  4.5521  -1.2875  0.096
H  -0.3031  4.9652  -3.2156  0.105
H  0.2708  6.5783  -2.4081  0.124
H  1.9658  6.5077  -0.5797  0.117
H  3.5585  2.4386  3.7898  0.052
H  5.2392  2.8520  3.1690  0.097
H  3.7603  3.9902  2.7648  0.095
H  1.7127  1.4589  1.2370  0.076
H  2.4230  0.6762  2.8203  0.005
H  2.8542  0.0328  1.0573  0.058
H  2.6530  1.2139  -1.2808  0.118
Na  0.8497  1.9854  3.2713  0.207
C  -4.4962  4.6508  -0.2739  -0.968
O  -5.1103  5.7412  -0.3752  -0.176
O  -4.1691  4.1000  0.8219  -0.146
O  -4.1200  3.9627  -1.2439  0.054
C  1.7308  -2.9535  1.9312  -1.518
Br  3.6493  -2.6633  1.9087  0.588
Br  0.8195  -1.7103  3.1170  0.557
Br  0.9726  -2.9206  0.1398  0.678
H  1.5653  -3.9548  2.3284  -0.031
C  -4.0198  0.3446  -1.9519  -0.057
C  -4.0153  0.5280  -0.4410  -0.205
O  -5.3364  0.3915  0.1035  0.043
C  -5.8125  -0.8576  0.1671  -0.591
O  -5.2383  -1.8614  -0.1846  0.108
O  -7.0608  -0.8028  0.6661  -0.001
C  -7.7281  -2.0618  0.6831  -0.057
H  -4.7276  1.0347  -2.4156  0.086
H  -3.0246  0.5237  -2.3638  0.082
H  -4.3285  -0.6650  -2.2288  0.066
H  -3.6808  1.5407  -0.2055  0.103
H  -3.3247  -0.1650  0.0481  0.117
H  -7.1426  -2.8135  1.2165  0.093
H  -7.9335  -2.3880  -0.3391  0.098
H  -8.6778  -1.9307  1.2028  0.090
Na  1.8512  -3.7479  -2.0790  0.434
Cl  -5.9132  7.2689  0.9703  0.109
Li  -3.0694  4.6037  2.7764  0.635
C  3.0944  -9.1108  2.8284  -0.159
C  3.3196  -9.8160  1.6435  -0.161
C  3.1466  -9.1868  0.4128  -0.262
C  2.7498  -7.8370  0.3737  -0.267
C  2.5161  -7.1270  1.5667  -0.046
C  2.6894  -7.7696  2.7867  -0.118
N  2.5930  -7.1710  -0.8937  -0.486
O  2.7935  -7.8414  -1.9431  -0.179
O  2.2650  -5.9443  -0.8759  -0.221
H  3.2353  -9.6037  3.7858  0.079
H  3.6327  -10.8556  1.6822  0.097
H  3.3254  -9.7486  -0.5004  0.061
H  2.2056  -6.0884  1.5519  0.070
H  2.5140  -7.2293  3.7119  0.092
K  5.3870  -8.6007  -0.3172  0.877
C  -0.2840  3.5590  -6.1071  -1.000
O  -0.3503  2.3444  -6.3207  0.078
O  0.7809  4.2309  -6.0807  0.101
O  -1.2713  4.3079  -5.8830  0.118

Properties
LUMO	-1.082	eV
charge	-1
Kohn-Sham gap	1.45	eV
E_HOMO	-2.530	eV

C7H30O9 | wB97M-V/def2-TZVPD

Each line ends with the Löwdin charge.
CARTESIAN COORDINATES (ANGSTROEM)
C  -1.9432  0.3080  -2.7588  -0.097
C  -2.2092  -0.6978  -1.6852  -0.272
C  -1.3296  -1.9459  -1.8092  -0.195
C  0.1775  -1.6793  -1.5453  -0.180
C  1.1795  -1.7517  2.1903  -0.221
O  2.1555  -0.7241  2.2572  -0.103
C  0.9317  -2.1621  0.7718  -0.097
C  0.4111  -1.3230  -0.1116  -0.130
H  -1.9589  -0.1018  -3.7208  0.056
H  -2.6904  1.0952  -2.7855  0.084
H  -0.9446  0.7644  -2.6368  0.057
H  -2.0672  -0.2433  -0.6601  0.091
H  -3.2535  -0.9685  -1.6836  0.105
H  -1.4269  -2.3491  -2.8306  0.111
H  -1.6802  -2.7673  -1.1227  0.115
H  0.5281  -0.8143  -2.1587  0.116
H  0.7550  -2.5176  -1.8369  0.093
H  0.2827  -1.3268  2.7181  0.131
H  1.5968  -2.5779  2.8171  0.125
H  2.8357  -0.7468  1.5729  0.038
H  1.2095  -3.1896  0.5191  0.120
H  0.1521  -0.2934  0.1453  0.110
H  3.7650  -1.6313  -0.4008  0.108
H  4.7258  -0.5087  0.2174  0.118
O  3.7840  -0.7989  0.1250  -0.049
H  -0.0955  2.8765  -1.1374  0.017
H  0.0480  2.5547  0.3643  -0.010
O  -0.5536  2.9310  -0.2689  -0.050
H  -3.3801  2.6664  0.6673  0.087
H  -2.0396  2.2248  -0.0272  0.027
O  -2.9244  1.8616  0.3166  -0.107
H  0.7238  1.9583  -3.1633  0.010
H  1.5424  2.1187  -1.8903  0.034
O  0.8964  2.5990  -2.5072  -0.070
H  -1.5080  -2.2237  0.9725  0.023
H  -2.9900  -1.7631  0.9759  0.038
O  -2.2510  -1.9294  1.5229  -0.021
H  1.7286  1.4809  0.1753  0.024
H  2.8324  0.5537  -0.4232  -0.026
O  2.3114  1.3141  -0.6189  -0.061
H  1.4229  0.7472  1.9321  0.065
H  -0.1381  1.1950  1.8853  0.035
O  0.7920  1.5007  1.5936  -0.162
H  -1.8172  -0.3468  2.1569  -0.034
H  -2.1644  1.0750  1.5475  0.039
O  -1.6230  0.5674  2.2670  -0.091

Properties
LUMO	-0.227	eV
charge	0
structure (SMILES)	CCCC/C=C/CO.O.O.O.O.O.O.O.O
Kohn-Sham gap	9.70	eV
E_HOMO	-9.930	eV

C3H7N3O | wB97M-V/def2-TZVPD

Each line ends with the Löwdin charge.
CARTESIAN COORDINATES (ANGSTROEM)
C  2.2498  -0.6604  0.5150  -0.149
N  1.5551  0.6898  0.3302  -0.029
C  0.2133  0.8436  -0.3239  -0.473
O  0.0170  1.7474  -1.0985  0.109
N  -0.6508  -0.1176  0.0673  0.114
C  -1.9639  -0.1825  -0.4024  -0.249
N  -2.7300  -1.1014  0.0052  0.104
H  2.1316  -1.1571  -0.4580  -0.013
H  1.6331  -1.1940  1.2565  -0.031
H  2.1627  1.3016  -0.2191  0.146
H  1.5040  1.1202  1.2559  0.156
H  -0.2811  -0.8934  0.6114  0.132
H  -2.1947  0.6163  -1.1110  0.132
H  -3.6463  -1.0126  -0.4287  0.050

Properties
LUMO	0.430	eV
charge	0
Kohn-Sham gap	7.67	eV
E_HOMO	-7.237	eV